C16H33Br2ClNO3 | wB97M-V/def2-TZVPD

ORCA input file:
```
! RIJCOSX wB97M-V def2-TZVPD def2/J DEFGRID3
* xyz 1 1
Br -0.223 2.140 1.583
Br 1.492 -0.375 0.419
Cl -1.555 -3.975 -0.082
O 3.710 -4.174 2.443
O 1.480 2.472 -2.164
O 0.581 -2.898 1.185
N -0.795 4.053 -3.302
C -1.933 3.111 -3.097
C 1.357 -3.556 2.185
C -1.260 5.214 -4.123
C 5.238 -2.266 2.089
C -1.820 -2.512 0.924
C -0.097 -0.668 1.442
C -0.770 0.333 1.907
C -1.980 0.147 2.738
C -4.316 -2.408 1.493
C -0.345 4.584 -1.968
C 0.932 2.152 -3.428
C 4.255 -3.005 3.006
C -2.913 -2.911 1.922
C 0.339 3.388 -4.062
C -0.472 -2.126 1.689
C 2.680 -3.930 1.521
H -1.761 -0.337 3.681
H -2.726 -2.460 2.885
H -2.954 -3.977 2.068
H -2.680 -0.465 2.187
H 0.185 1.359 -3.328
H 6.241 -2.644 2.221
H 0.842 -4.478 2.444
H 1.105 4.154 -4.182
H -2.748 3.656 -2.628
H -0.431 5.906 -4.246
H -0.246 3.765 -1.267
H 3.489 -2.295 3.315
H 0.596 5.109 -2.097
H -2.135 -1.703 0.290
H -2.244 2.724 -4.065
H -2.485 1.076 2.932
H 5.180 -1.212 2.325
H -0.621 -2.317 2.745
H 2.502 -4.802 0.909
H -1.112 5.268 -1.609
H 1.500 -2.965 3.084
H -4.344 -2.115 0.452
H -1.594 4.846 -5.091
H -5.023 -3.193 1.703
H 4.961 -2.341 1.048
H 1.723 1.783 -4.088
H -1.613 2.302 -2.448
H 4.797 -3.293 3.894
H -4.599 -1.537 2.065
H 1.805 1.658 -1.758
H 2.948 -3.092 0.881
H -2.082 5.698 -3.603
H -0.064 3.130 -5.041
*
```

Its LUMO energy is -0.09257 Ha. The HOMO energy is -11.33 eV. For the maximum force, the calculation gives 0.039 hartree/bohr. Its total energy is -177358.8022 eV.

---

C16H33Cl2Cu2NO4S | wB97M-V/def2-TZVPD

ORCA input file:
```
! RIJCOSX wB97M-V def2-TZVPD def2/J DEFGRID3
* xyz 0 1
Cu 8.060 -20.074 -28.899
Cu 9.183 -17.857 -31.010
Cl 9.794 -11.691 -28.653
Cl 11.712 -12.765 -26.367
S 12.058 -18.739 -23.580
O 12.446 -17.440 -22.996
O 9.435 -21.685 -27.414
O 12.896 -19.351 -24.593
O 8.835 -17.687 -28.680
N 8.123 -22.345 -27.670
C 10.283 -18.561 -24.020
C 8.211 -23.437 -28.775
C 9.101 -23.166 -29.980
C 10.164 -20.115 -22.163
C 8.756 -24.716 -28.117
C 6.472 -23.089 -26.100
C 9.631 -19.761 -23.547
C 5.882 -22.468 -29.429
C 6.947 -20.649 -26.223
C 6.728 -23.739 -29.319
C 11.727 -19.968 -22.312
C 10.798 -13.250 -28.856
C 8.569 -16.764 -27.731
C 10.839 -13.890 -27.523
C 5.716 -21.714 -28.103
C 6.881 -21.947 -27.023
H 8.801 -15.727 -27.971
H 5.771 -22.746 -25.339
H 9.853 -19.376 -21.424
H 9.735 -20.625 -24.204
H 11.446 -14.793 -27.464
H 4.890 -22.624 -29.852
H 8.559 -19.723 -23.355
H 9.615 -24.544 -27.467
H 10.301 -13.886 -29.589
H 10.263 -18.612 -25.109
H 6.945 -19.701 -26.762
H 11.733 -12.915 -29.304
H 8.865 -23.921 -30.730
H 10.045 -21.131 -21.786
H 6.070 -23.954 -26.627
H 8.986 -25.432 -28.906
H 12.216 -20.866 -22.689
H 6.205 -24.601 -28.906
H 7.584 -16.912 -27.288
H 5.571 -20.657 -28.330
H 6.120 -20.380 -25.567
H 9.352 -16.998 -27.009
H 7.988 -25.138 -27.468
H 6.427 -21.850 -30.142
H 9.918 -14.126 -26.989
H 10.154 -23.233 -29.708
H 7.369 -23.500 -25.637
H 7.749 -20.497 -25.501
H 12.336 -19.608 -21.482
H 4.749 -22.083 -27.761
H 6.701 -24.058 -30.361
H 9.040 -22.216 -30.510
H 9.765 -17.694 -23.610
*
```

Its LUMO energy is -0.10725 Ha. The HOMO energy is -5.85 eV. For the maximum force, the calculation gives 0.106 hartree/bohr. Its total energy is -151956.8199 eV.

---

C16H33Cl2HfP | wB97M-V/def2-TZVPD

ORCA input file:
```
! RIJCOSX wB97M-V def2-TZVPD def2/J DEFGRID3
* xyz 0 1
Hf 0.052 0.482 -1.244
Cl 1.921 -0.986 -1.498
Cl -2.061 1.396 -0.759
P -0.415 -1.166 0.999
C 0.332 -2.864 0.775
C 0.665 -3.669 2.028
C 0.599 4.519 -3.479
C 2.090 -0.225 1.952
C -2.238 -2.517 2.799
C -0.087 3.158 -3.618
C 1.110 2.315 -1.581
C 0.967 4.816 -2.017
C 1.737 3.648 -1.364
C 0.746 1.987 -2.957
C -0.157 0.568 -3.250
C -2.101 -1.430 1.731
C 0.588 -0.233 2.271
C -3.154 -1.646 0.642
C 0.329 -0.640 3.724
C -0.496 -3.679 -0.224
H 2.744 3.633 -1.822
H -0.059 5.292 -3.892
H -0.729 -3.116 -1.137
H -0.235 -4.002 2.558
H 0.194 0.794 2.145
H -2.293 -0.456 2.206
H -3.235 -2.422 3.253
H 1.670 1.873 -3.562
H 0.948 -0.002 4.372
H -3.184 -0.805 -0.058
H -0.715 -0.488 4.023
H -1.075 3.183 -3.131
H 2.479 -1.241 1.788
H 1.200 -4.579 1.711
H 0.619 -1.679 3.923
H 2.631 0.215 2.803
H 0.449 -0.097 -3.875
H 1.504 4.511 -4.103
H 1.624 5.692 -1.999
H -2.984 -2.568 0.074
H 0.065 5.013 -1.430
H 2.339 0.379 1.068
H -4.141 -1.721 1.117
H 1.854 3.785 -0.279
H -0.274 2.907 -4.665
H -1.079 0.873 -3.739
H -2.186 -3.528 2.372
H 1.319 -3.139 2.728
H 1.287 -2.619 0.279
H 0.085 -4.560 -0.530
H -1.434 -4.044 0.217
H -1.514 -2.435 3.616
H 1.701 1.517 -0.963
*
```

Its LUMO energy is 0.02306 Ha. The HOMO energy is -7.42 eV. For the maximum force, the calculation gives 0.072 hartree/bohr. Its total energy is -52769.6555 eV.

---

C16H33Cl2N4O2Ta | wB97M-V/def2-TZVPD

ORCA input file:
```
! RIJCOSX wB97M-V def2-TZVPD def2/J DEFGRID3
* xyz 0 1
Ta -0.138 0.280 -0.435
Cl -1.867 -2.561 3.267
Cl 0.593 -1.272 4.363
O 1.166 -1.390 1.194
O -0.823 -0.450 1.495
N -1.385 1.828 0.184
N -0.815 -1.758 -0.932
N 1.446 1.297 0.270
N 1.141 -1.043 -1.622
C 2.397 -1.623 -3.651
C -2.169 -2.178 -1.303
C -0.760 1.202 -2.312
C -1.378 0.383 -4.745
C -2.176 -3.409 -2.192
C 0.094 -1.310 1.831
C 0.359 -2.106 -1.466
C -0.548 0.960 -3.772
C -3.055 -2.316 -0.070
C -0.126 -2.221 3.050
C 2.234 2.218 -0.529
C 3.622 -1.230 -1.386
C 2.118 1.168 1.563
C -2.793 1.649 0.488
C 2.427 -0.916 -2.310
C -0.940 3.153 0.594
H -1.804 3.666 1.054
H -3.195 -3.800 -2.206
H 3.116 0.729 1.400
H 0.410 -3.160 2.861
H -2.356 -0.068 -4.498
H -1.522 -4.207 -1.832
H 3.402 -1.579 -4.075
H -1.914 -3.151 -3.223
H -0.584 3.768 -0.251
H -2.559 -1.318 -1.887
H -0.209 2.132 -2.043
H 4.016 -0.301 -0.949
H -3.342 2.565 0.197
H 0.441 1.390 -4.098
H -3.332 -1.336 0.331
H 1.713 -1.087 -4.314
H -2.582 -2.890 0.741
H -0.121 3.089 1.330
H 2.084 -2.671 -3.595
H 4.448 -1.673 -1.955
H -2.922 1.474 1.574
H 1.819 2.451 -1.520
H 2.471 0.165 -2.505
H 3.245 1.794 -0.659
H 2.227 2.176 1.992
H 0.631 -3.146 -1.822
H 2.324 3.156 0.045
H -1.016 0.234 -5.782
H -3.975 -2.832 -0.367
H 3.373 -1.921 -0.563
H -3.224 0.802 -0.057
H 1.582 0.542 2.282
H -1.801 1.429 -1.996
*
```

Its LUMO energy is 0.01046 Ha. The HOMO energy is -7.65 eV. For the maximum force, the calculation gives 0.055 hartree/bohr. The value obtained for the energy relative to the best compared isomer or geometry (same formula, charge and spin) is 3.4 kJ/mol. Its total energy is -53778.5543 eV.